(1)
Molecular formula: C5H11N3Si
Method: DFT, ωB97M-V/def2-TZVPD

Structure (XYZ):
```
20
Properties=species:S:1:pos:R:3:forces:R:3:mulliken_spin:R:1
C 0.15373 -2.79940 -1.46231 -0.93 -1.68 0.25 0.406
C 0.31580 -2.41034 0.58858 -1.42 -3.26 -1.07 0.283
C -1.14869 1.57213 1.66453 0.23 0.09 -0.56 0.007
C -0.69883 1.35474 -1.44752 0.10 0.20 0.45 0.017
C 1.51663 0.49818 0.59304 -0.35 2.31 0.32 0.853
N -0.14715 -3.31388 -0.24897 -1.05 -1.32 1.32 -0.030
N 0.77933 -1.64497 -1.40168 1.36 1.94 1.58 -0.002
N 0.89314 -1.43368 -0.10400 1.77 2.63 -2.79 0.408
Si 0.09707 1.69016 0.23591 0.80 -0.90 0.52 0.017
H -0.09497 -3.28502 -2.38293 -0.12 -0.18 -0.29 0.011
H 0.27114 -2.45599 1.65535 0.00 0.05 0.34 -0.004
H -0.65650 1.64671 2.62775 0.21 0.02 0.15 -0.002
H -1.87861 2.37185 1.61116 -0.20 0.18 -0.03 0.000
H -1.69321 0.63297 1.64106 -0.10 -0.22 -0.04 0.002
H -0.00701 1.56366 -2.25646 0.20 0.05 -0.11 -0.003
H -0.99852 0.31706 -1.54619 -0.08 -0.18 0.06 0.003
H -1.57735 1.97443 -1.59709 -0.18 0.16 -0.01 -0.002
H 2.40137 0.54411 -0.02429 0.09 -0.13 -0.19 -0.008
H 1.71518 0.16247 1.59689 -0.02 -0.11 0.27 0.012
H 0.75745 3.01481 0.25716 -0.30 0.33 -0.16 0.031
```
Forces are in eV/Å.

The value obtained for the highest occupied orbital energy (alpha / beta) is -6.315 / -10.362 eV. The calculation puts the HOMO-LUMO gap (alpha / beta) at 7.21 / 6.51 eV. The calculation puts the energy at -17706.095 eV. The value obtained for the relative energy (zero: lowest compared OMol25 entry of this formula, charge and spin) is 0.0000 eV. The maximum force is 4.22 eV Å⁻¹. Its spin multiplicity is 3.

=====

(2)
Molecular formula: C4H5F2NO3
Method: DFT, ωB97M-V/def2-TZVPD

Structure (XYZ):
```
15
Properties=species:S:1:pos:R:3:forces:R:3:nbo_charge:R:1
C 1.29225 -0.67767 0.10314 0.68 2.54 1.18 0.459
C 1.75548 0.81658 -0.03657 -0.42 -0.68 1.64 -0.725
C 0.44621 -1.11174 -0.95998 -3.17 -2.33 -1.21 -0.390
C -1.72887 0.05995 -0.18825 2.77 -2.52 -3.67 0.806
N -1.73824 0.31698 1.25386 -2.06 1.27 -0.56 0.437
O -0.97798 1.17604 1.62452 0.47 -0.49 0.37 -0.320
O 1.54538 -1.35093 1.07317 0.18 -0.38 0.14 -0.509
O -2.67721 -0.18466 1.83703 0.79 -0.38 0.47 -0.319
F -2.71259 -0.69813 -0.68808 0.79 0.98 1.23 -0.288
F -1.55172 1.12510 -0.95153 -0.52 0.10 0.92 -0.294
H 1.17427 1.26137 -0.83780 0.50 0.36 -0.15 0.215
H 1.61663 1.40354 0.91528 -0.40 -0.85 -0.84 0.252
H 2.83459 0.84325 -0.11325 0.26 -0.02 -0.80 0.240
H 0.57670 -0.76442 -1.98771 -0.21 0.74 0.48 0.210
H 0.14511 -2.21526 -1.04384 0.35 1.67 0.80 0.225
```
Forces are in eV/Å.

The value obtained for the highest occupied orbital energy is -9.755 eV. The calculation puts the HOMO-LUMO gap at 7.31 eV. The calculation puts the energy at -17289.454 eV. The value obtained for the relative energy (zero: lowest compared OMol25 entry of this formula, charge and spin) is 3.8413 eV. The maximum force is 5.24 eV Å⁻¹. Its spin multiplicity is 1.

=====

Question: Which value of relative energy (zero: lowest compared OMol25 entry of this formula, charge and spin) does entry 1 give?
Answer: 0.0000 eV

=====

Question: Among the records above, which one has the highest maximum force?
Answer: C4H5F2NO3

=====

Question: Number 2 is which compound?
Answer: C4H5F2NO3

=====

Question: Look up the energy of the first one.
Answer: -17706.095 eV